# 1
The following is a quantum chemistry calculation of a molecular structure, C42H34AsCl2IMoN2O2, from the Open Molecules 2025 dataset.

Summary:
HOMO energy (alpha / beta) in eV: -7.386 / -7.932
Energy relative to the best compared isomer or geometry (same formula, charge and spin) in kJ/mol: 0.0
Electronic energy in a.u.: -5402.94263
2S+1: 3
HOMO-LUMO gap (alpha / beta) in eV: 6.97 / 7.30

Element x y z (Å)
Mo  0.591  0.614  0.541
I  0.590  -1.385  2.690
C  2.662  -1.378  2.791
C  3.273  -2.328  3.552
C  4.676  -2.291  3.704
C  5.390  -1.299  3.106
C  4.758  -0.311  2.307
C  5.533  0.701  1.694
C  4.925  1.643  0.920
C  3.533  1.594  0.712
C  2.723  0.633  1.264
C  3.351  -0.336  2.109
H  2.696  -3.099  4.042
H  5.169  -3.045  4.302
H  6.465  -1.250  3.223
H  6.604  0.707  1.850
H  5.509  2.421  0.444
H  3.105  2.336  0.042
Cl  -0.307  3.689  -3.321
C  0.062  4.137  -1.694
C  0.057  5.501  -1.334
C  0.341  5.895  -0.060
Cl  0.327  7.583  0.353
C  0.643  4.936  0.942
C  0.936  5.219  2.296
C  1.193  4.198  3.166
C  1.165  2.869  2.698
N  0.892  2.586  1.445
C  0.638  3.588  0.557
C  0.371  3.156  -0.775
O  0.425  1.872  -1.039
H  -0.179  6.237  -2.090
H  0.951  6.247  2.628
H  1.423  4.386  4.204
H  1.361  2.034  3.358
C  -3.158  1.536  0.145
C  -2.483  1.375  1.500
C  -3.119  0.282  2.357
C  -2.504  2.705  2.255
O  -1.135  1.016  1.311
H  -4.224  1.744  0.262
H  -3.052  0.635  -0.455
H  -2.703  2.364  -0.404
H  -4.196  0.425  2.464
H  -2.672  0.286  3.352
H  -2.937  -0.698  1.914
H  -3.528  3.024  2.459
H  -2.015  3.482  1.663
H  -1.977  2.609  3.206
C  -5.501  -1.591  -2.549
C  -5.173  -1.727  -1.207
C  -3.846  -1.700  -0.810
C  -2.819  -1.558  -1.740
C  -3.158  -1.412  -3.082
C  -4.489  -1.426  -3.480
As  -0.940  -1.463  -1.193
C  -0.583  -3.223  -0.434
C  0.666  -3.814  -0.608
C  0.978  -4.988  0.063
C  0.056  -5.585  0.908
C  -1.194  -5.008  1.074
C  -1.509  -3.833  0.409
C  -0.144  -1.577  -2.951
C  0.260  -0.393  -3.556
C  0.764  -0.419  -4.849
C  0.874  -1.622  -5.530
C  0.471  -2.803  -4.923
C  -0.046  -2.781  -3.635
H  -6.535  -1.607  -2.862
H  -5.950  -1.844  -0.463
H  -3.632  -1.771  0.247
H  -2.391  -1.285  -3.834
H  -4.729  -1.310  -4.529
H  1.404  -3.354  -1.250
H  1.954  -5.433  -0.081
H  0.306  -6.501  1.427
H  -1.928  -5.471  1.720
H  -2.496  -3.409  0.551
H  0.205  0.547  -3.018
H  1.085  0.504  -5.315
H  1.280  -1.642  -6.533
H  0.556  -3.743  -5.451
H  -0.366  -3.706  -3.169
N  2.562  -1.290  -1.310
C  1.859  -0.609  -0.693

---

# 2
The following is a quantum chemistry calculation of a molecular structure, C42H34AuNOS4Sb, from the Open Molecules 2025 dataset.

Summary:
HOMO energy (alpha / beta) in eV: -4.477 / -4.645
Charge: -1
Energy relative to the best compared isomer or geometry (same formula, charge and spin) in kJ/mol: 0.0
Electronic energy in a.u.: -3719.54456
2S+1: 3
HOMO-LUMO gap (alpha / beta) in eV: 7.08 / 5.66

Element x y z (Å)
Au  -1.720  1.335  -0.142
S  -2.564  2.756  -1.764
C  -0.618  2.699  -4.041
C  -1.500  3.028  -5.071
C  -1.372  2.481  -6.332
C  -0.332  1.596  -6.612
C  0.527  1.229  -5.601
C  0.385  1.733  -4.289
S  1.289  1.007  -3.017
H  -2.291  3.736  -4.857
H  -2.078  2.751  -7.108
H  -0.220  1.181  -7.605
H  1.310  0.506  -5.776
O  2.745  0.067  0.807
S  1.840  1.231  0.552
C  2.894  2.490  -0.202
C  4.192  2.121  -0.507
C  5.016  3.023  -1.172
C  4.536  4.270  -1.538
C  3.225  4.622  -1.236
C  2.399  3.733  -0.571
C  1.612  2.063  2.123
C  0.631  3.033  2.256
C  0.454  3.642  3.487
C  1.234  3.262  4.573
C  2.190  2.268  4.429
C  2.382  1.657  3.197
H  4.533  1.135  -0.222
H  6.034  2.741  -1.413
H  5.175  4.964  -2.069
H  2.838  5.589  -1.531
H  1.372  4.002  -0.366
H  -0.019  3.277  1.427
H  -0.315  4.394  3.608
H  1.083  3.732  5.537
H  2.781  1.959  5.283
H  3.108  0.867  3.048
N  -0.725  0.289  1.278
C  -1.285  -0.690  1.999
C  -0.503  -1.341  2.992
C  -1.011  -2.379  3.745
C  -2.313  -2.831  3.533
C  -3.107  -2.222  2.561
C  -2.614  -1.171  1.818
H  0.513  -0.988  3.127
H  -0.392  -2.854  4.497
H  -2.707  -3.651  4.122
H  -4.117  -2.575  2.387
H  -3.218  -0.690  1.057
S  -0.762  3.527  -2.488
Sb  -0.849  -0.851  -2.732
C  -2.817  -1.519  -2.209
C  -3.910  -0.721  -2.545
C  -5.200  -1.111  -2.215
C  -5.413  -2.301  -1.532
C  -4.331  -3.095  -1.181
C  -3.040  -2.705  -1.516
C  -0.895  -1.662  -4.726
C  -2.070  -1.958  -5.409
C  -2.036  -2.398  -6.726
C  -0.823  -2.558  -7.378
C  0.359  -2.273  -6.707
C  0.318  -1.820  -5.396
C  0.200  -2.461  -1.808
C  0.664  -2.225  -0.515
C  1.356  -3.208  0.177
C  1.611  -4.430  -0.427
C  1.169  -4.668  -1.721
C  0.467  -3.687  -2.409
H  -3.753  0.231  -3.041
H  -6.038  -0.475  -2.473
H  -6.418  -2.604  -1.265
H  -4.486  -4.020  -0.639
H  -2.207  -3.330  -1.218
H  -3.027  -1.853  -4.911
H  -2.963  -2.623  -7.240
H  -0.797  -2.904  -8.405
H  1.313  -2.393  -7.206
H  1.250  -1.586  -4.892
H  0.487  -1.270  -0.033
H  1.699  -3.008  1.184
H  2.161  -5.196  0.106
H  1.367  -5.620  -2.199
H  0.113  -3.890  -3.414

---

# 3
The following is a quantum chemistry calculation of a molecular structure, C42H34Br2N7PS5SbW, from the Open Molecules 2025 dataset.

Summary:
HOMO energy (alpha / beta) in eV: -6.113 / -6.164
Electronic energy in a.u.: -9791.94104
2S+1: 2
HOMO-LUMO gap (alpha / beta) in eV: 4.39 / 4.88

Element x y z (Å)
W  0.161  0.139  -0.595
C  -6.468  1.208  -1.620
C  -5.084  1.124  -1.052
C  -4.471  2.253  -0.514
C  -3.218  2.170  0.043
C  -2.508  0.958  0.099
N  -1.249  0.929  0.688
C  -1.085  1.582  1.886
C  -2.148  1.727  2.801
C  -1.992  2.295  4.042
C  -0.748  2.752  4.474
C  -0.548  3.372  5.823
C  0.309  2.631  3.592
C  0.158  2.105  2.311
N  1.269  2.244  1.462
C  2.118  3.288  1.487
C  3.112  3.037  0.567
C  2.779  1.813  0.005
N  1.651  1.339  0.550
C  -3.097  -0.177  -0.514
C  -4.370  -0.065  -1.070
N  -2.454  -1.435  -0.554
C  -3.034  -2.648  -0.640
C  -2.029  -3.590  -0.732
C  -0.847  -2.857  -0.698
N  -1.117  -1.556  -0.582
H  -7.084  1.880  -1.025
H  -6.936  0.227  -1.648
H  -6.441  1.599  -2.638
H  -4.974  3.207  -0.550
H  -2.749  3.051  0.457
H  -3.128  1.379  2.512
H  -2.850  2.386  4.693
H  -1.490  3.750  6.213
H  0.160  4.196  5.755
H  -0.145  2.650  6.535
H  1.293  2.959  3.894
H  1.950  4.148  2.102
H  3.940  3.665  0.317
H  3.294  1.273  -0.773
H  -4.808  -0.926  -1.551
H  -4.098  -2.771  -0.623
H  -2.131  -4.653  -0.833
H  0.171  -3.209  -0.772
S  1.364  1.697  -4.944
Sb  -0.593  2.065  -3.769
S  -1.123  -0.126  -2.854
S  0.114  2.509  -1.468
Br  -3.396  -5.160  4.031
C  -2.628  -3.586  3.275
C  -3.451  -2.508  2.964
C  -2.854  -1.448  2.309
N  -1.574  -1.368  2.009
C  -0.761  -2.372  2.382
C  -1.286  -3.534  2.996
C  0.657  -2.227  2.133
C  1.530  -2.940  2.974
C  2.888  -2.846  2.811
Br  4.073  -3.726  3.997
C  3.385  -2.039  1.782
C  2.478  -1.365  1.005
N  1.138  -1.392  1.143
H  -4.504  -2.509  3.182
H  -3.468  -0.624  1.978
H  -0.662  -4.387  3.197
H  1.127  -3.533  3.780
H  4.440  -1.967  1.576
H  2.880  -0.763  0.200
S  2.998  -3.451  -1.179
P  2.714  -2.260  -2.716
S  1.962  -0.412  -2.216
C  4.226  -1.740  -3.596
C  5.434  -2.374  -3.348
C  6.572  -1.948  -4.011
C  6.502  -0.892  -4.905
C  5.291  -0.263  -5.151
C  4.148  -0.686  -4.500
C  1.721  -3.116  -3.993
C  0.748  -2.498  -4.763
C  0.064  -3.242  -5.710
C  0.363  -4.582  -5.894
C  1.346  -5.192  -5.130
C  2.026  -4.460  -4.178
H  5.473  -3.186  -2.636
H  7.518  -2.435  -3.823
H  7.398  -0.545  -5.399
H  5.225  0.565  -5.841
H  3.209  -0.182  -4.678
H  0.528  -1.450  -4.623
H  -0.702  -2.769  -6.307
H  -0.170  -5.162  -6.632
H  1.582  -6.237  -5.273
H  2.792  -4.926  -3.573